Entry 1:
Here is one molecule with the formula C2H6N4O from OMol25. Energies are from ωB97M-V/def2-TZVPD.

Structure (XYZ):
```
13
Properties=species:S:1:pos:R:3:forces:R:3
H 0.255729 1.844495 2.878233 -0.373 -0.004 0.110
N 1.123216 1.541200 2.456873 0.604 0.558 0.564
C 0.994451 0.981542 1.349710 -0.938 -0.798 -0.538
N -0.237589 0.626369 0.745059 0.829 -0.296 1.680
O -0.141904 0.415944 -0.591648 0.133 0.165 -1.795
C -0.480484 -0.862983 -1.041973 -0.189 -0.857 1.331
N -0.195959 -0.927138 -2.369206 -0.660 -1.233 -1.377
N -0.898278 -1.843627 -0.349328 0.419 0.363 -1.833
H -0.844896 -1.692080 0.625548 -0.126 0.482 1.175
H 1.846513 0.607838 0.810629 0.344 -0.102 -0.305
H -0.960649 1.278732 0.980392 -0.597 0.247 -0.264
H -0.237154 -0.081531 -2.911829 0.020 0.137 0.138
H -0.547839 -1.773983 -2.879987 0.534 1.339 1.113
```
Forces are in eV/Å.

The SMILES is [H]/N=C\NO/C(N)=N\[H]. The HOMO energy comes out at -9.672 eV. The value obtained for the orbital gap is 10.46 eV. The calculation puts the total energy at -374.00934 Eh. The spin multiplicity is 1.



Entry 2:
Here is a 2-piece molecular cluster, C3H9NO2 overall from OMol25. Energies are from ωB97M-V/def2-TZVPD.

Structure (XYZ):
```
15
Properties=species:S:1:pos:R:3:forces:R:3
C 1.349871 -2.071483 -1.655912 0.245 -0.099 -0.667
C 0.777193 -1.364598 -0.470826 -0.022 -0.141 0.217
O 1.125424 -1.539786 0.669394 0.136 0.048 0.126
O -0.162921 -0.478724 -0.819234 0.506 -0.187 -0.977
H 2.010082 -1.377673 -2.182015 -0.126 0.114 -0.016
H 0.571475 -2.361967 -2.358989 -0.070 0.065 0.019
H 1.959923 -2.937202 -1.419244 -0.155 -0.016 0.420
H -0.367991 0.076323 -0.049973 -0.597 -0.063 0.964
C -0.941864 2.195891 0.867136 0.396 -0.006 0.390
N -1.160230 0.870557 1.451721 0.215 0.374 -1.055
H -1.281827 3.022935 1.496649 -0.293 0.052 -0.250
H -1.317319 2.260160 -0.156196 -0.331 0.026 0.229
H 0.129951 2.320793 0.778076 0.343 0.097 -0.059
H -0.557714 0.717469 2.242631 -0.309 -0.178 0.277
H -2.134053 0.667304 1.606781 0.065 -0.084 0.381
```
Forces are in eV/Å.

The SMILES is CC(=O)O.CN. The HOMO energy comes out at -9.711 eV. The value obtained for the orbital gap is 10.60 eV. The calculation puts the total energy at -324.95434 Eh. The spin multiplicity is 1.



Entry 3:
Here is C6H9ClN2O as an isolated structure from OMol25. Energies are from ωB97M-V/def2-TZVPD.

Structure (XYZ):
```
19
Properties=species:S:1:pos:R:3:forces:R:3
C 0.526761 -0.870001 -2.149395 3.246 0.159 -2.019
C -0.598356 0.177224 -0.288635 1.569 3.751 -0.702
C 1.206787 0.098498 -1.199059 -3.505 0.382 1.213
C 2.151507 -0.209192 -0.070803 -1.901 -1.604 1.306
C -2.056463 0.216240 1.720578 1.353 -2.886 0.161
C -0.680570 0.653537 1.197974 1.170 -0.347 -0.371
N -0.471552 -1.620141 -1.571466 -1.053 -1.410 0.743
N -0.911185 -1.142642 -0.505913 -0.445 -1.032 -0.550
O 0.945434 -1.010141 -3.294199 -1.378 -0.132 1.484
Cl 1.707951 1.400590 -2.192634 0.425 1.140 0.082
H -1.222849 0.906844 -0.985559 1.343 -1.607 1.293
H 1.516321 -0.742110 0.782809 1.874 0.821 -1.832
H 2.598054 0.686334 0.339915 -0.102 0.221 0.019
H 2.929939 -0.842759 -0.468411 0.383 -0.357 0.186
H -2.900622 0.466021 1.134577 -0.536 0.081 -1.511
H -2.288730 0.756230 2.575230 -0.067 0.569 2.241
H -2.056463 -0.935271 1.897262 -0.208 2.159 -0.135
H 0.242050 0.242729 1.868956 -2.418 0.904 -1.560
H -0.638013 1.768011 1.208771 0.251 -0.811 -0.047
```
Forces are in eV/Å.

The HOMO energy comes out at -9.091 eV. The value obtained for the orbital gap is 8.05 eV. The calculation puts the total energy at -878.82904 Eh. The spin multiplicity is 1.



Entry 4:
Here is a 2-piece molecular cluster, C4H8N2 overall from OMol25. Energies are from ωB97M-V/def2-TZVPD.

Structure (XYZ):
```
14
Properties=species:S:1:pos:R:3:forces:R:3
H -3.243170 -1.328620 0.557031 -0.043 -0.137 -0.042
N -3.532818 -0.697358 -0.192205 0.254 0.059 0.235
C -2.697293 0.250647 -0.316418 -0.472 0.312 -0.323
N -1.555847 0.508173 0.399247 -0.186 -0.061 0.070
H -2.927984 1.025007 -1.048788 0.116 -0.024 -0.068
H -1.202705 -0.256698 0.946331 0.122 -0.003 0.089
H -0.857282 1.104933 -0.013446 -0.248 -0.091 0.063
C 3.944582 -0.164850 -0.179132 0.387 -0.090 0.068
C 2.758800 -0.193126 -0.015407 1.104 0.068 -0.269
C 1.332377 -0.067571 0.040951 -0.235 0.015 -0.134
H 5.006143 -0.138684 -0.313547 -0.289 -0.065 0.069
H 1.123690 0.976946 -0.215322 -0.263 -0.213 0.034
H 0.878150 -0.741611 -0.698328 -0.124 0.257 0.327
H 0.973352 -0.277183 1.049038 -0.122 -0.027 -0.120
```
Forces are in eV/Å.

The SMILES is [H]/N=C\N.C#CC. The HOMO energy comes out at -9.574 eV. The value obtained for the orbital gap is 10.16 eV. The calculation puts the total energy at -266.63663 Eh. The spin multiplicity is 1.